A.
This record from the OMol25 dataset describes an isolated molecule of C5H8ClN. The level of theory is ωB97M-V/def2-TZVPD.

Structure (ORCA input):
```
! RIJCOSX wB97M-V def2-TZVPD def2/J DEFGRID3
* xyz 0 1
H -3.50 0.03 -0.37
N -2.65 0.14 0.13
C -1.57 0.03 -0.45
C -0.33 -0.10 0.43
C 0.35 -1.47 0.32
C 0.75 1.13 -0.07
C 2.07 1.08 -0.12
Cl -0.14 2.57 -0.55
H -1.40 -0.10 -1.46
H -0.43 0.07 1.45
H 1.12 -1.46 -0.36
H 0.85 -1.82 1.31
H -0.34 -2.20 -0.07
H 2.62 1.83 -0.67
H 2.61 0.28 0.48
*
```

Its HOMO energy is -9.6 eV. As for the SMILES: [H]/N=C/[C@@H](C)C(=C)Cl. The calculation puts the gap between HOMO and LUMO at 0.38812 Eh.


B.
This record from the OMol25 dataset describes an isolated molecule of C5H8ClN. The level of theory is ωB97M-V/def2-TZVPD.

Structure (ORCA input):
```
! RIJCOSX wB97M-V def2-TZVPD def2/J DEFGRID3
* xyz 0 1
C 2.21 -1.87 -0.01
N 1.14 -1.21 -0.01
C 0.83 0.09 0.04
Cl 2.17 1.35 -0.06
C -0.49 0.42 -0.10
C -0.88 1.85 0.05
C -1.68 -0.54 -0.02
H 2.19 -2.88 -0.26
H 3.29 -1.48 0.26
H -0.23 2.28 0.65
H -2.00 1.99 0.47
H -0.92 2.33 -0.99
H -1.96 -0.86 -1.05
H -2.32 0.05 0.61
H -1.33 -1.53 0.40
*
```

Its HOMO energy is -8.6 eV. As for the SMILES: C=NC(Cl)=C(C)C. The calculation puts the gap between HOMO and LUMO at 0.32974 Eh.


Relative to the most stable structure, the computed energies are A 0.0; B 3.0, all in kcal/mol.


A.
This record from the OMol25 dataset describes an isolated ion of composition C3H8N5 and charge +1. The level of theory is ωB97M-V/def2-TZVPD.

Structure (ORCA input):
```
! RIJCOSX wB97M-V def2-TZVPD def2/J DEFGRID3
* xyz 1 1
N 1.39 -0.96 -2.28
C 0.55 -0.48 -1.35
N -0.46 -1.18 -0.95
N -1.38 -0.48 -0.17
N -0.87 0.57 0.91
N -1.03 0.08 2.15
C 0.31 1.09 0.52
C 0.87 0.74 -0.66
H 2.28 -0.58 -2.00
H 1.56 -1.91 -2.56
H -2.11 -0.21 -0.79
H -1.73 -1.09 0.54
H -1.80 0.23 2.76
H -0.13 0.06 2.58
H 0.60 2.06 0.99
H 1.88 1.16 -0.80
*
```

Its HOMO energy is -13.5 eV. As for the SMILES: NC1=N[NH2+]N(N)C=C1. The calculation puts the gap between HOMO and LUMO at 0.34859 Eh.


B.
This record from the OMol25 dataset describes an isolated ion of composition C3H8N5 and charge +1. The level of theory is ωB97M-V/def2-TZVPD.

Structure (ORCA input):
```
! RIJCOSX wB97M-V def2-TZVPD def2/J DEFGRID3
* xyz 1 1
N 2.31 -0.20 0.23
C 0.96 -0.17 -0.02
N 0.39 -1.05 -0.78
N -0.97 -0.83 -0.90
N -1.19 0.35 -1.58
N -1.64 -0.77 0.35
C -0.90 0.18 1.39
C 0.33 0.80 1.00
H 2.62 0.01 1.15
H 2.82 -0.97 -0.18
H -1.46 -1.53 -1.57
H -0.64 0.50 -2.37
H -2.02 0.84 -1.36
H -1.54 0.17 2.32
H 0.07 1.78 0.38
H 0.86 0.88 1.93
*
```

Its HOMO energy (alpha / beta) is -14.3 / -14.3 eV. As for the SMILES: NC1=N[N@H+](N)N=CC1. The calculation puts the gap between HOMO and LUMO (alpha / beta) at 0.33531 / 0.33534 Eh.


Relative to the most stable structure, the computed energies are A 0.0; B 39.9, all in kcal/mol.


A.
This record from the OMol25 dataset describes a 11-piece molecular cluster, C33H88O11 overall. The level of theory is ωB97M-V/def2-TZVPD.

Structure (ORCA input):
```
! RIJCOSX wB97M-V def2-TZVPD def2/J DEFGRID3
* xyz 0 1
C -2.34 0.66 -4.65
C -3.56 0.14 -3.90
C -3.38 0.18 -2.39
O -4.70 0.88 -4.31
H -2.11 1.70 -4.42
H -2.45 0.51 -5.72
H -1.48 0.04 -4.35
H -3.72 -0.91 -4.18
H -3.20 1.19 -2.02
H -2.57 -0.47 -2.08
H -4.32 -0.15 -1.92
H -5.38 0.82 -3.63
C 0.18 3.08 -2.90
C 1.49 2.60 -3.53
C 1.24 2.19 -4.97
O 2.45 3.65 -3.49
H 0.43 3.42 -1.89
H -0.47 2.22 -2.91
H -0.21 3.98 -3.37
H 1.82 1.71 -2.97
H 2.10 1.78 -5.51
H 0.85 3.02 -5.57
H 0.42 1.47 -5.09
H 3.27 3.21 -3.75
C 4.00 6.41 -1.24
C 2.67 5.97 -0.63
C 2.72 4.53 -0.15
O 2.41 6.89 0.42
H 4.83 6.17 -0.57
H 4.03 7.47 -1.46
H 4.15 5.91 -2.20
H 1.92 6.05 -1.43
H 3.23 3.85 -0.83
H 1.76 4.10 0.13
H 3.36 4.49 0.74
H 1.76 6.49 1.02
C 4.27 1.48 0.45
C 4.27 0.81 1.82
C 3.38 1.52 2.83
O 3.86 -0.55 1.71
H 3.24 1.70 0.15
H 4.85 0.87 -0.23
H 4.70 2.48 0.55
H 5.30 0.75 2.18
H 2.33 1.58 2.53
H 3.71 2.52 3.13
H 3.38 1.01 3.80
H 2.95 -0.55 1.36
C -1.55 -4.29 2.11
C -0.19 -4.52 2.74
C 0.97 -4.31 1.77
O -0.04 -3.60 3.83
H -2.32 -4.57 2.83
H -1.67 -4.91 1.23
H -1.74 -3.24 1.86
H -0.14 -5.56 3.10
H 0.84 -4.85 0.83
H 1.91 -4.63 2.21
H 1.09 -3.25 1.56
H 0.82 -3.77 4.25
C -3.00 -6.35 -3.50
C -3.17 -4.96 -2.90
C -2.31 -4.66 -1.70
O -2.84 -3.98 -3.89
H -3.44 -7.15 -2.90
H -1.97 -6.62 -3.73
H -3.54 -6.39 -4.45
H -4.22 -4.84 -2.61
H -1.25 -4.64 -2.00
H -2.38 -5.39 -0.90
H -2.48 -3.64 -1.36
H -3.36 -4.13 -4.68
C 2.59 -1.57 5.24
C 2.82 -2.97 5.81
C 1.80 -3.39 6.84
O 2.77 -3.89 4.70
H 1.79 -1.52 4.50
H 3.51 -1.23 4.74
H 2.43 -0.79 5.99
H 3.80 -2.99 6.31
H 0.78 -3.36 6.44
H 1.87 -2.62 7.62
H 2.00 -4.36 7.28
H 3.33 -3.56 3.98
C -2.12 4.86 0.37
C -2.80 5.21 1.69
C -3.74 4.14 2.24
O -1.75 5.44 2.64
H -1.67 5.78 -0.01
H -2.82 4.56 -0.41
H -1.33 4.11 0.50
H -3.38 6.14 1.57
H -4.16 4.57 3.15
H -3.18 3.24 2.50
H -4.55 3.87 1.55
H -2.17 5.44 3.51
C -0.41 -1.48 -0.29
C 0.35 -0.18 -0.05
C -0.55 1.04 -0.01
O 1.02 -0.33 1.22
H -1.19 -1.53 0.46
H 0.26 -2.34 -0.30
H -0.88 -1.48 -1.28
H 1.17 -0.13 -0.77
H -0.99 1.14 -1.00
H -0.03 1.98 0.20
H -1.40 0.93 0.66
H 0.39 -0.44 1.95
C -1.12 -0.57 5.68
C -1.43 -0.11 4.25
C -0.97 1.30 4.00
O -0.76 -0.94 3.31
H -0.16 -0.15 5.98
H -1.03 -1.66 5.72
H -1.88 -0.27 6.41
H -2.52 -0.13 4.14
H 0.12 1.39 4.08
H -1.38 1.99 4.75
H -1.27 1.62 3.00
H -0.89 -1.89 3.52
C -0.83 -2.01 -6.35
C 0.28 -2.54 -5.44
C 0.42 -1.85 -4.09
O -0.07 -3.90 -5.16
H -0.83 -2.57 -7.29
H -0.72 -0.97 -6.66
H -1.81 -2.14 -5.88
H 1.26 -2.56 -5.94
H -0.47 -2.02 -3.48
H 0.62 -0.77 -4.20
H 1.27 -2.25 -3.53
H -0.88 -3.90 -4.64
*
```

Its HOMO energy is -9.6 eV. As for the SMILES: CC(C)O.CC(C)O.CC(C)O.CC(C)O.CC(C)O.CC(C)O.CC(C)O.CC(C)O.CC(C)O.CC(C)O.CC(C)O. The calculation puts the gap between HOMO and LUMO at 0.37051 Eh.


B.
This record from the OMol25 dataset describes C33H88O11 as an isolated structure. The level of theory is ωB97M-V/def2-TZVPD.

Structure (ORCA input):
```
! RIJCOSX wB97M-V def2-TZVPD def2/J DEFGRID3
* xyz 0 1
C 3.50 -0.73 2.02
C 3.35 -1.81 0.95
C 4.02 -3.10 1.45
O 2.00 -2.06 0.71
H 3.18 -1.22 2.93
H 2.78 0.06 1.79
H 4.50 -0.29 2.04
H 3.92 -1.50 0.07
H 5.07 -2.93 1.70
H 4.01 -3.84 0.65
H 3.51 -3.62 2.27
H 1.65 -2.51 1.48
C -1.41 -1.76 1.91
C -2.75 -2.32 2.27
C -2.86 -2.89 3.69
O -3.67 -1.23 2.09
H -1.26 -0.78 2.37
H -1.26 -1.65 0.84
H -0.57 -2.37 2.27
H -3.09 -3.14 1.64
H -2.27 -2.33 4.42
H -2.70 -3.96 3.78
H -3.87 -2.74 4.06
H -4.53 -1.65 2.07
C -4.48 -1.68 -1.82
C -3.83 -1.21 -0.51
C -2.34 -0.88 -0.61
O -4.52 -0.01 -0.16
H -4.02 -2.53 -2.33
H -4.48 -1.02 -2.68
H -5.53 -1.92 -1.65
H -3.88 -2.00 0.24
H -1.80 -1.83 -0.61
H -1.97 -0.38 0.29
H -2.06 -0.27 -1.46
H -4.41 -0.05 0.80
C -1.29 -1.36 -2.72
C -0.29 -0.99 -3.85
C -0.67 0.45 -4.36
O 0.98 -0.92 -3.32
H -1.05 -2.34 -2.29
H -2.33 -1.51 -3.03
H -1.21 -0.70 -1.86
H -0.39 -1.75 -4.63
H -0.15 0.69 -5.29
H -0.43 1.22 -3.62
H -1.74 0.55 -4.53
H 1.41 -1.76 -3.49
C -0.16 3.53 0.39
C 0.17 4.87 0.96
C -0.58 5.24 2.31
O 1.50 4.91 1.35
H 0.31 3.43 -0.59
H -1.25 3.44 0.29
H 0.16 2.66 0.96
H -0.17 5.65 0.28
H -1.62 4.92 2.25
H -0.57 6.29 2.61
H -0.22 4.63 3.13
H 1.50 4.63 2.27
C -0.49 0.70 1.18
C 0.48 -0.33 0.44
C 0.51 0.07 -1.09
O 1.78 -0.30 1.06
H -0.44 0.41 2.23
H -1.52 0.60 0.84
H -0.19 1.74 1.13
H 0.06 -1.33 0.45
H -0.48 -0.02 -1.56
H 1.10 -0.71 -1.57
H 0.73 1.13 -1.24
H 2.28 -1.07 0.79
C -2.78 1.60 -2.45
C -3.43 1.98 -1.12
C -2.55 1.96 0.13
O -4.17 3.21 -1.21
H -2.30 2.50 -2.83
H -3.58 1.13 -3.02
H -1.99 0.85 -2.32
H -4.21 1.24 -0.94
H -3.04 2.35 1.02
H -1.65 2.54 -0.08
H -2.16 0.96 0.32
H -5.01 3.25 -0.76
C 3.09 -3.94 -0.94
C 2.31 -2.87 -1.70
C 0.82 -3.14 -1.47
O 2.55 -1.57 -1.18
H 2.84 -3.90 0.12
H 4.16 -3.81 -1.07
H 2.75 -4.92 -1.28
H 2.61 -2.87 -2.74
H 0.63 -3.08 -0.40
H 0.41 -4.08 -1.84
H 0.23 -2.32 -1.88
H 2.47 -1.63 -0.23
C 0.72 1.98 -2.36
C 0.43 3.32 -3.03
C -0.85 3.47 -3.77
O 0.32 4.28 -2.03
H 1.60 2.14 -1.74
H 0.96 1.16 -3.05
H 0.00 1.48 -1.72
H 1.21 3.58 -3.75
H -0.99 2.65 -4.47
H -0.72 4.32 -4.44
H -1.78 3.59 -3.22
H -0.55 4.19 -1.65
C 0.93 -1.06 2.87
C 1.29 -2.44 3.39
C 0.33 -3.28 4.29
O 1.54 -3.14 2.24
H 1.84 -0.67 2.41
H 0.57 -0.21 3.45
H 0.09 -1.13 2.17
H 2.17 -2.32 4.03
H 0.23 -2.67 5.18
H 0.49 -4.36 4.40
H -0.63 -3.21 3.78
H 1.75 -4.01 2.58
C 4.25 1.43 1.35
C 3.40 2.35 0.45
C 2.07 1.73 -0.07
O 3.01 3.49 1.24
H 3.55 1.28 2.17
H 5.06 2.04 1.76
H 4.54 0.53 0.81
H 3.93 2.77 -0.40
H 1.35 1.51 0.72
H 2.31 0.86 -0.68
H 1.69 2.49 -0.76
H 2.26 3.92 0.83
*
```

Its HOMO energy is -7.5 eV. The calculation puts the gap between HOMO and LUMO at 0.27683 Eh.


Relative to the most stable structure, the computed energies are A 0.0; B 1228.9, all in kcal/mol.


A.
This record from the OMol25 dataset describes a 2-piece molecular cluster, C2H5N2O2 overall. The level of theory is ωB97M-V/def2-TZVPD.

Structure (ORCA input):
```
! RIJCOSX wB97M-V def2-TZVPD def2/J DEFGRID3
* xyz -1 1
N -0.37 -2.30 -0.65
C -0.20 -0.92 -0.37
O 0.96 -0.60 0.01
O -1.24 -0.20 -0.48
H 0.36 -2.90 -0.33
H -1.33 -2.65 -0.60
C 0.75 2.00 0.59
N -0.49 2.43 0.48
H 1.48 2.07 -0.24
H 1.09 1.43 1.46
H -1.01 1.63 0.15
*
```

Its HOMO energy is -3.2 eV. The calculation puts the gap between HOMO and LUMO at 0.28228 Eh.


B.
This record from the OMol25 dataset describes a 2-piece molecular cluster, C2H5N2O2 overall. The level of theory is ωB97M-V/def2-TZVPD.

Structure (ORCA input):
```
! RIJCOSX wB97M-V def2-TZVPD def2/J DEFGRID3
* xyz -1 1
N -0.38 -0.51 -0.06
C -1.41 -0.28 0.86
N -1.97 -1.21 1.56
H -0.34 -1.42 -0.51
H 0.03 0.31 -0.51
H -1.78 0.76 0.80
H -2.43 -0.58 2.29
O 1.00 1.46 -1.17
C 2.07 0.70 -1.15
O 2.27 -0.33 -0.48
H 2.95 1.10 -1.63
*
```

Its HOMO energy is -4.3 eV. The calculation puts the gap between HOMO and LUMO at 0.31380 Eh.


Relative to the most stable structure, the computed energies are A 37.9; B 0.0, all in kcal/mol.


A.
This record from the OMol25 dataset describes a 2-piece molecular cluster, C10H9NO overall. The level of theory is ωB97M-V/def2-TZVPD.

Structure (ORCA input):
```
! RIJCOSX wB97M-V def2-TZVPD def2/J DEFGRID3
* xyz 0 1
C -1.90 -0.25 -0.17
C -1.57 1.10 -0.01
C -0.38 1.53 0.11
C 0.78 0.66 0.06
C 2.20 1.28 -0.08
C 3.25 0.48 -0.19
C 3.08 -0.93 0.05
C 1.78 -1.46 0.17
C 0.50 -0.62 0.16
C -0.80 -1.12 0.05
H -4.74 -0.33 1.07
H -3.20 -1.55 -0.65
H -2.23 1.91 0.04
H -0.03 2.51 0.36
H 2.38 2.41 -0.06
H 4.13 1.01 -0.23
H 3.90 -1.54 -0.58
H 1.58 -2.50 0.10
H -1.23 -2.13 0.07
N -3.15 -0.75 -0.17
O -4.35 0.30 -0.07
*
```

Its HOMO energy is -7.8 eV. The calculation puts the gap between HOMO and LUMO at 0.27596 Eh.


B.
This record from the OMol25 dataset describes an isolated molecule of C10H9NO. The level of theory is ωB97M-V/def2-TZVPD.

Structure (ORCA input):
```
! RIJCOSX wB97M-V def2-TZVPD def2/J DEFGRID3
* xyz 0 1
C -0.43 -2.94 -0.57
C 0.30 -1.80 -0.15
N 1.65 -2.01 0.20
C 2.23 -0.94 0.94
C 1.47 0.32 1.14
C 0.20 0.52 0.38
C -0.24 1.86 0.15
O 0.28 2.84 0.95
C -1.37 2.03 -0.72
C -2.05 0.96 -1.38
C -1.69 -0.29 -0.86
C -0.35 -0.53 -0.16
H -1.36 -2.98 0.10
H 0.12 -3.82 -0.11
H -0.43 -3.06 -1.62
H 3.16 -1.05 1.64
H 1.77 1.16 1.86
H 1.33 2.74 0.97
H -1.78 3.10 -0.88
H -2.80 1.32 -2.05
H -2.18 -1.12 -1.49
*
```

Its HOMO energy is -8.2 eV. As for the SMILES: Cc1nccc2c(O)cccc12. The calculation puts the gap between HOMO and LUMO at 0.29512 Eh.


Relative to the most stable structure, the computed energies are A 88.2; B 0.0, all in kcal/mol.